Entry 1:
Computed, not measured: a single C9H18N2O2 molecule in a non-equilibrium geometry, with ωB97M-V/def2-TZVPD.

The geometry in XYZ format:
```
31
Properties=species:S:1:pos:R:3:lowdin_charge:R:1
C -0.96586 0.81947 -3.47686 0.008
C -0.43553 0.67972 -1.97302 -0.306
N -1.54994 0.32866 -1.06643 -0.081
O -1.95324 -0.95142 -1.51643 -0.065
C -0.92706 -0.00352 0.20409 -0.262
C -1.00419 1.11396 1.22387 -0.157
C -0.03722 1.03646 2.39936 -0.187
C 0.33090 -0.42829 2.86464 -0.184
C 1.43476 -1.01131 2.01571 -0.244
C 1.14216 -1.45301 0.60350 -0.149
C 0.55389 -0.23189 -0.14405 -0.277
N 0.56309 -0.33057 -1.60754 -0.083
O 1.90735 0.09338 -2.03789 -0.036
H -0.16346 0.98528 -4.22188 0.084
H -1.47877 -0.09900 -3.80922 0.059
H -1.76335 1.57060 -3.35452 0.088
H -0.10937 1.61012 -1.59180 0.132
H -1.75624 -1.10683 -2.46440 0.081
H -1.43502 -0.94294 0.57323 0.166
H -0.77995 2.05387 0.77119 0.107
H -2.00992 1.11232 1.63570 0.116
H -0.53676 1.61692 3.20635 0.113
H 0.86015 1.61670 2.19280 0.103
H -0.58349 -1.11961 2.86743 0.136
H 0.67031 -0.37798 3.91507 0.105
H 2.24735 -0.25993 1.92084 0.126
H 1.83212 -1.94436 2.44407 0.112
H 0.47420 -2.41067 0.43175 0.158
H 2.13804 -1.72341 0.15830 0.116
H 1.11451 0.57834 0.10063 0.106
H 2.22054 -0.82105 -2.26451 0.115
```

As for the SMILES: CC1N(O)[C@@H]2CCCCC[C@H]2N1O. The calculated total energy is -613.5670 a.u. As for the HOMO-LUMO gap: 9.53 eV. As for the charge: 0. The calculation puts the LUMO energy at 0.9514 eV.

Entry 2:
Computed, not measured: a molecular structure, C3H7ClIN in a non-equilibrium geometry, with ωB97M-V/def2-TZVPD.

The geometry in XYZ format:
```
13
Properties=species:S:1:pos:R:3:lowdin_charge:R:1
C 0.89793 0.63432 0.74890 -0.055
C 0.21394 -1.56252 0.52286 -0.011
C -1.29194 0.30540 -0.10057 -1.171
N -0.17639 -0.35353 0.42541 -0.343
Cl -1.63947 1.96490 0.28190 0.504
I -3.12903 -0.78028 0.14530 0.709
H 1.56022 0.22190 1.44134 0.072
H 1.30166 0.97002 -0.20671 0.092
H 0.47393 1.54439 1.17466 0.035
H 0.58247 0.88925 -2.95236 0.035
H 1.23700 -1.65026 0.72998 0.062
H -0.34698 -2.44091 0.37085 0.053
H 0.31666 0.25732 -2.58154 0.019
```

The calculated total energy is -930.9957 a.u. As for the HOMO-LUMO gap (spin up / spin down): 7.51 / 7.52 eV. As for the charge: 0. The calculation puts the LUMO energy (spin up / spin down) at 0.1588 / 0.1593 eV.

Entry 3:
Computed, not measured: a molecular structure, C2H9N3O in a non-equilibrium geometry, with ωB97M-V/def2-TZVPD.

The geometry in XYZ format:
```
15
Properties=species:S:1:pos:R:3:lowdin_charge:R:1
C 1.23791 -0.92338 -0.23039 -0.440
C -1.93805 0.73936 0.36258 -0.386
N -1.29315 -0.00604 1.14399 0.092
N 1.72793 0.21022 -0.47596 0.043
N 1.26920 -1.62840 0.93764 0.065
O -2.03894 0.47825 -0.92438 0.029
H -1.47448 -0.28414 -1.14157 0.101
H -1.29809 0.28620 2.11732 0.052
H 0.79069 -1.46184 -1.06356 0.107
H 2.14810 0.67156 0.32937 0.044
H 1.51191 -1.11646 1.76929 0.085
H 0.82582 1.63128 -2.02229 -0.019
H 0.59580 -2.36447 1.07137 0.081
H -2.50301 1.64264 0.62161 0.132
H 0.43831 2.12517 -2.49497 0.016
```

The calculated total energy is -321.0550 a.u. As for the HOMO-LUMO gap: 10.29 eV. As for the charge: 0. The calculation puts the LUMO energy at 0.9472 eV.

Entry 4:
Computed, not measured: a gas-phase ion, C17H28NO2 (charge +1) in a non-equilibrium geometry, with ωB97M-V/def2-TZVPD.

The geometry in XYZ format:
```
48
Properties=species:S:1:pos:R:3:lowdin_charge:R:1
C 4.64215 2.35766 -0.14478 -0.103
C 5.87844 1.47845 -0.29056 -0.213
C 5.75211 0.11544 0.39532 -0.188
O 4.86389 -0.75293 -0.29089 -0.033
C 3.56915 -0.88314 0.05867 -0.273
C 2.92063 -0.24919 1.11840 -0.006
C 1.58577 -0.49877 1.36642 0.000
C 0.86320 -1.38057 0.57411 -0.267
O -0.47787 -1.53053 0.92451 -0.083
C -1.26763 -2.46387 0.24997 -0.176
C -1.85583 -1.92811 -1.06960 -0.067
N -2.58978 -0.63974 -0.92614 -0.082
C -1.69744 0.53956 -0.76279 -0.105
C -2.51713 1.81645 -0.87938 -0.147
C -3.61751 1.84243 0.17776 -0.157
C -4.49574 0.59530 0.06723 -0.357
C -5.54812 0.55394 1.17117 -0.047
C -3.61042 -0.65032 0.15186 -0.093
C 1.49400 -2.01396 -0.48653 -0.024
C 2.82967 -1.76641 -0.73277 0.016
H 4.79596 3.29996 -0.66451 0.073
H 3.76725 1.87156 -0.57204 0.067
H 4.44492 2.57777 0.90233 0.073
H 6.08053 1.30678 -1.34916 0.114
H 6.74123 1.98877 0.13974 0.113
H 5.47205 0.22708 1.44641 0.119
H 6.71913 -0.39497 0.35122 0.130
H 3.44040 0.43989 1.76252 0.106
H 1.08861 -0.01715 2.19364 0.123
H -0.71066 -3.37986 0.02158 0.138
H -2.07081 -2.73051 0.94261 0.132
H -2.54291 -2.67945 -1.46432 0.146
H -1.05242 -1.76826 -1.79212 0.131
H -3.09911 -0.48707 -1.80509 0.193
H -0.92180 0.50500 -1.53028 0.147
H -1.22238 0.47165 0.21663 0.135
H -1.85374 2.67091 -0.75107 0.130
H -2.95577 1.88907 -1.87799 0.125
H -4.22882 2.73487 0.05238 0.129
H -3.17115 1.88448 1.17242 0.132
H -5.00809 0.60258 -0.90239 0.151
H -5.07788 0.53740 2.15079 0.091
H -6.18296 1.43281 1.11383 0.091
H -6.17817 -0.32619 1.07488 0.086
H -4.21590 -1.55420 0.05628 0.151
H -3.09138 -0.66648 1.11142 0.148
H 0.97957 -2.71691 -1.12411 0.106
H 3.33276 -2.26118 -1.54758 0.126
```

As for the SMILES: CCCOc1ccc(OCC[N@@H+]2CCC[C@H](C)C2)cc1. The calculated total energy is -869.5717 a.u. As for the HOMO-LUMO gap: 7.92 eV. As for the charge: +1. The calculation puts the LUMO energy at -2.6605 eV.

Entry 5:
Computed, not measured: 2 unconnected molecules or ions with the total composition C12H17N in a non-equilibrium geometry, with ωB97M-V/def2-TZVPD.

The geometry in XYZ format:
```
30
Properties=species:S:1:pos:R:3:lowdin_charge:R:1
C -0.77492 1.89708 0.98815 -0.103
C -0.07770 0.57619 1.11251 -0.224
C 1.23816 0.59558 0.54168 -0.241
C 2.49069 0.50784 1.15798 0.020
N 3.46876 0.24328 0.15732 0.076
C 2.91579 0.30877 -1.06216 -0.202
C 3.49866 0.08966 -2.28840 -0.036
C 2.79838 0.51338 -3.41905 -0.094
C 1.48044 0.99323 -3.25395 -0.117
C 0.82502 0.87508 -2.03836 -0.082
C 1.46941 0.63261 -0.87592 -0.130
H -0.31652 2.42066 0.12393 0.099
H -0.66469 2.54710 1.74984 0.028
H -1.80111 1.88013 1.22623 0.061
H -0.02092 0.19242 2.20873 0.148
H -0.60396 -0.12178 0.32362 0.152
H 2.76596 0.68041 2.11096 0.079
H 4.41414 0.24008 0.38860 0.127
H 4.44396 -0.25934 -2.47297 0.077
H 3.09228 0.11713 -4.42537 0.115
H 0.85818 1.54222 -4.00609 0.109
H -0.29193 1.19742 -2.05855 0.141
C -3.67125 -2.95797 1.75502 -0.191
C -4.04399 -1.48965 1.58466 -0.212
H -4.33889 -3.77043 1.33328 0.069
H -2.70171 -3.19190 1.28657 0.052
H -3.66903 -3.08604 2.92625 0.100
H -4.98424 -1.22630 2.08467 0.048
H -4.52362 -0.99950 0.68826 0.078
H -3.27534 -0.94736 2.15255 0.058
```

As for the SMILES: CCc1c[nH]c2ccccc12.CC. The calculated total energy is -522.0920 a.u. As for the HOMO-LUMO gap: 8.68 eV. As for the charge: 0. The calculation puts the LUMO energy at 0.8934 eV.

Entry 6:
Computed, not measured: a molecular structure, C61H69N2OOsP4S in a non-equilibrium geometry, with ωB97M-V/def2-TZVPD.

The geometry in XYZ format:
```
139
Properties=species:S:1:pos:R:3:lowdin_charge:R:1
Os 0.66642 0.84050 -0.06837 0.990
C 0.18911 0.45669 -4.37310 -0.089
C 0.97029 1.67047 -3.89628 -0.506
C 2.03317 2.03173 -4.93976 -0.086
P 1.61201 1.55525 -2.18082 1.019
C 2.24709 3.25208 -1.83389 -0.483
C 1.33843 4.34037 -2.39443 -0.086
C 2.40863 3.36911 -0.30814 -0.115
C 3.20659 0.70465 -2.01519 -0.273
C 4.29146 0.86219 -2.86217 -0.038
C 5.58364 0.56291 -2.43435 -0.004
C 5.80676 0.19338 -1.11633 -0.014
C 4.73441 0.01291 -0.26194 -0.002
C 3.42436 0.18795 -0.73121 -0.285
N 2.27987 -0.08779 0.10357 -0.155
C 2.52103 -1.04332 1.14546 -0.338
C 3.41076 -2.11254 0.98718 -0.049
C 3.70825 -2.92177 2.06634 -0.034
C 3.13518 -2.66775 3.30474 -0.020
C 2.18028 -1.66344 3.43353 -0.081
C 1.82461 -0.89070 2.34308 -0.342
P 0.57847 0.42210 2.33170 1.013
C -0.94957 -0.31034 3.02469 -0.514
C -0.96671 -0.54401 4.53944 -0.062
C -2.16515 0.51925 2.60682 -0.114
C 1.29582 1.55504 3.58668 -0.501
C 2.69352 2.00968 3.14569 -0.079
C 0.42974 2.76481 3.90207 -0.084
H -0.36702 0.71927 -5.27588 0.107
H -0.52507 0.10939 -3.64082 0.024
H 0.86119 -0.36555 -4.62054 0.088
H 0.27942 2.51420 -3.79956 0.102
H 2.66226 1.17040 -5.16137 0.079
H 2.66373 2.87394 -4.64741 0.078
H 1.53311 2.31055 -5.86804 0.103
H 3.23182 3.32848 -2.29533 0.119
H 0.29332 4.14962 -2.16452 0.052
H 1.43743 4.43893 -3.47531 0.086
H 1.60600 5.30291 -1.95352 0.098
H 1.43775 3.21966 0.19923 0.037
H 2.75537 4.36547 -0.02563 0.107
H 3.13274 2.65488 0.08789 0.061
H 4.15093 1.25078 -3.85856 0.095
H 6.41802 0.69480 -3.11198 0.130
H 6.81530 0.06804 -0.74447 0.130
H 4.91990 -0.21463 0.77655 0.127
H 3.85500 -2.32319 0.02485 0.125
H 4.40481 -3.74176 1.94513 0.130
H 3.41415 -3.26304 4.16495 0.131
H 1.71896 -1.49699 4.39681 0.105
H -0.97918 -1.27618 2.52216 0.035
H -0.85405 0.38613 5.09897 0.083
H -0.20448 -1.24544 4.87176 0.058
H -1.93037 -0.97416 4.81845 0.100
H -2.14452 1.51520 3.05123 0.067
H -3.07851 0.03039 2.95191 0.108
H -2.22758 0.63686 1.52253 0.034
H 1.39331 0.92377 4.47390 0.115
H 2.64319 2.58479 2.21837 0.050
H 3.38030 1.17378 3.00211 0.077
H 3.12260 2.65971 3.90976 0.101
H 0.39330 3.42520 3.03887 0.062
H 0.87221 3.32263 4.72996 0.105
H -0.59080 2.50814 4.18266 0.064
C -2.41109 -2.08648 0.97900 -0.145
N -1.11674 -2.33038 0.25021 -0.424
P 0.12262 -3.32358 1.12734 1.124
C -0.89559 -4.16576 2.36834 -0.381
C -2.01476 -4.94726 2.05889 -0.087
C -2.68200 -5.63705 3.05357 -0.043
C -2.22824 -5.57289 4.37099 -0.046
C -1.11439 -4.81517 4.68697 -0.056
C -0.45203 -4.10899 3.68585 -0.099
C 0.40550 -4.72660 -0.00747 -0.373
C 1.58358 -5.44480 0.17545 -0.098
C 1.83897 -6.58782 -0.57401 -0.059
C 0.91438 -7.02072 -1.51288 -0.057
C -0.26606 -6.31176 -1.70062 -0.058
C -0.51593 -5.16860 -0.95498 -0.109
P -0.63586 -1.12923 -0.79509 0.929
C 0.30401 -2.06728 -2.05763 -0.326
C -0.35876 -2.58362 -3.17760 -0.091
C 0.31903 -3.35768 -4.10241 -0.045
C 1.67152 -3.62930 -3.94215 -0.037
C 2.34283 -3.11481 -2.84698 -0.040
C 1.65811 -2.34010 -1.91895 -0.114
C -2.17127 -0.70554 -1.64256 -0.350
C -3.13011 -1.70047 -1.87946 -0.095
C -4.24306 -1.41949 -2.64818 -0.027
C -4.41727 -0.15058 -3.19653 -0.027
C -3.47197 0.83411 -2.97135 -0.052
C -2.35400 0.54984 -2.19616 -0.152
H -2.29845 -2.25477 2.04455 0.066
H -3.17296 -2.77518 0.62194 0.089
H -2.76944 -1.07690 0.81755 0.060
H -2.35533 -5.03335 1.03401 0.101
H -3.54942 -6.23641 2.80855 0.118
H -2.74373 -6.12591 5.14545 0.119
H -0.75801 -4.77359 5.70852 0.115
H 0.42347 -3.51763 3.93007 0.073
H 2.30341 -5.11659 0.91822 0.087
H 2.75971 -7.13854 -0.42676 0.114
H 1.10999 -7.91148 -2.09632 0.116
H -0.99573 -6.65664 -2.42325 0.115
H -1.43447 -4.61477 -1.11547 0.090
H -1.40094 -2.37575 -3.35715 0.101
H -0.21471 -3.74873 -4.95968 0.124
H 2.19286 -4.24276 -4.66618 0.123
H 3.39741 -3.32082 -2.70729 0.119
H 2.18134 -1.98732 -1.05472 0.044
H -3.00502 -2.68983 -1.46345 0.101
H -4.97548 -2.19508 -2.83179 0.126
H -5.28622 0.05793 -3.80748 0.125
H -3.59423 1.81451 -3.41362 0.107
H -1.58225 1.28694 -2.06713 0.048
O -0.74378 2.43915 -0.02755 -0.713
S -2.21289 2.96200 -0.09238 1.085
C -2.22480 4.44352 -1.04200 -0.387
C -3.25870 4.53483 -1.96524 -0.070
C -3.40848 5.70610 -2.69788 -0.037
C -2.54064 6.76515 -2.48883 -0.027
C -1.51162 6.66421 -1.55238 -0.036
C -1.34312 5.50037 -0.82566 -0.093
C -2.71650 3.59862 1.46640 -0.410
C -1.94200 4.47218 2.21807 -0.088
C -2.46167 4.97343 3.39774 -0.039
C -3.74178 4.60651 3.81111 -0.027
C -4.50852 3.74080 3.04526 -0.038
C -3.99617 3.22733 1.86080 -0.083
H -3.95479 3.71468 -2.09623 0.103
H -4.21024 5.79158 -3.41947 0.124
H -2.66747 7.68237 -3.04931 0.125
H -0.85087 7.50419 -1.38072 0.124
H -0.53336 5.41494 -0.11310 0.108
H -0.95669 4.76345 1.88462 0.099
H -1.87830 5.66656 3.99075 0.125
H -4.14226 5.00349 4.73479 0.124
H -5.50439 3.46422 3.36539 0.124
H -4.58710 2.54863 1.25555 0.121
```

The calculated total energy is -4404.0730 a.u. As for the HOMO-LUMO gap (spin up / spin down): 4.91 / 5.15 eV. As for the charge: +3. The calculation puts the LUMO energy (spin up / spin down) at -9.7918 / -9.5505 eV.

The evaluated ΔE to the lowest compared entry with this formula, charge and spin for the records listed, in turn: 408.7; 250.2; 201.5; 80.2; 336.9; 0.0 kJ/mol.